{
  "formula": "C40H45ClIrN4O2",
  "method": "ωB97M-V with the def2-TZVPD basis set",
  "total_charge": 1,
  "homo_energy_ev": -10.3,
  "total_energy_ha": -2485.20625,
  "e_above_lowest_kj_mol": 77.11,
  "orbital_gap_ev": 7.028,
  "multiplicity": 1,
  "symbols": ["Ir", "C", "C", "C", "C", "C", "C", "C", "C", "C", "C", "N", "C", "C", "C", "C", "C", "N", "H", "H", "H", "H", "H", "H", "H", "H", "H", "H", "H", "H", "H", "H", "H", "H", "H", "C", "C", "C", "C", "C", "C", "C", "N", "C", "C", "C", "C", "C", "C", "C", "N", "C", "C", "C", "C", "H", "H", "H", "H", "H", "H", "H", "H", "H", "H", "H", "H", "H", "H", "H", "H", "H", "H", "H", "H", "H", "H", "H", "H", "Cl", "C", "C", "C", "C", "C", "C", "C", "O", "O", "H", "H", "H", "H"],
  "xyz": [[-0.570, -0.313, 0.753], [-3.549, -0.095, 4.104], [-2.408, -0.536, 5.026], [-1.252, 0.445, 4.951], [-1.104, 1.345, 5.996], [-0.212, 2.403, 5.915], [0.478, 2.618, 4.739], [0.356, 1.756, 3.651], [1.043, 2.146, 2.356], [0.776, 3.597, 1.958], [-0.439, 0.610, 3.808], [-0.429, -0.430, 2.818], [-0.328, -1.665, 3.226], [-0.473, -2.694, 2.267], [-0.498, -4.090, 2.271], [-0.792, -4.479, 0.964], [-0.933, -3.314, 0.201], [-0.753, -2.250, 0.993], [-4.416, -0.745, 4.225], [-3.237, -0.121, 3.060], [-3.850, 0.929, 4.332], [-2.136, -1.564, 4.793], [-2.759, -0.557, 6.058], [-1.717, 1.222, 6.881], [-0.091, 3.079, 6.751], [1.127, 3.480, 4.654], [0.698, 1.511, 1.539], [2.124, 1.982, 2.431], [-0.295, 3.790, 1.913], [1.193, 3.799, 0.972], [1.221, 4.299, 2.662], [-0.133, -1.880, 4.270], [-0.343, -4.731, 3.123], [-0.908, -5.485, 0.599], [-1.154, -3.209, -0.850], [-1.594, -1.705, -6.023], [-0.672, -0.559, -5.581], [-1.216, 0.777, -6.111], [0.720, -0.792, -6.166], [-0.652, -0.504, -4.060], [-1.836, -0.304, -3.347], [-1.818, -0.243, -1.973], [-0.683, -0.373, -1.279], [0.471, -0.589, -1.931], [0.512, -0.651, -3.314], [1.646, -0.788, -1.045], [2.929, -1.021, -1.493], [3.970, -1.251, -0.593], [3.643, -1.240, 0.759], [2.343, -0.989, 1.153], [1.366, -0.760, 0.277], [5.374, -1.535, -1.107], [6.390, -1.622, 0.032], [5.344, -2.877, -1.854], [5.806, -0.418, -2.067], [-1.615, -1.756, -7.112], [-2.618, -1.561, -5.677], [-1.237, -2.665, -5.645], [-1.239, 0.754, -7.201], [-0.583, 1.610, -5.801], [-2.230, 0.971, -5.760], [0.651, -0.821, -7.253], [1.144, -1.744, -5.841], [1.411, 0.012, -5.904], [-2.783, -0.195, -3.856], [-2.718, -0.099, -1.391], [1.456, -0.821, -3.806], [3.124, -1.033, -2.555], [4.389, -1.413, 1.519], [2.058, -0.952, 2.196], [6.184, -2.462, 0.698], [6.418, -0.704, 0.622], [7.385, -1.776, -0.386], [5.034, -3.688, -1.193], [6.341, -3.109, -2.232], [4.662, -2.850, -2.705], [5.792, 0.555, -1.573], [5.169, -0.363, -2.951], [6.823, -0.609, -2.410], [-7.091, 5.113, 0.707], [-5.713, 4.070, 0.658], [-4.484, 4.589, 0.274], [-3.385, 3.751, 0.237], [-3.518, 2.409, 0.582], [-4.757, 1.903, 0.967], [-5.861, 2.734, 1.004], [-2.331, 1.535, 0.545], [-1.202, 1.927, 0.133], [-2.464, 0.307, 0.939], [-4.399, 5.634, 0.013], [-2.413, 4.126, -0.057], [-4.851, 0.858, 1.234], [-6.831, 2.359, 1.298]],
  "mulliken_charge": [1.17, -0.67, -0.95, 0.06, -0.94, -1.14, -0.62, 0.34, 0.73, -1.61, 0.28, 0.37, -0.03, -0.24, -1.09, -0.91, -0.46, 0.44, 0.46, -0.14, 0.34, 0.35, 0.50, 0.42, 0.41, 0.39, -0.61, 0.37, 0.31, 0.44, 0.45, 0.88, 0.53, 0.47, 0.49, -1.59, 1.98, -1.60, -2.08, 0.35, -0.58, -1.24, -0.04, 0.30, -0.47, 0.04, -0.33, 0.19, -0.44, -0.88, 0.03, 1.78, -2.17, -1.52, -1.57, 0.46, 0.33, 0.37, 0.46, 0.37, 0.35, 0.41, 0.42, 0.42, 0.51, 0.78, 0.68, 0.60, 0.56, 0.42, 0.41, 0.44, 0.45, 0.37, 0.44, 0.34, 0.37, 0.33, 0.46, -0.19, 0.43, -0.90, -0.26, 0.24, -0.07, -1.06, 0.78, -0.73, -0.85, 0.43, 0.49, 0.53, 0.43]
}

{
  "formula": "C40H45ClN4O8",
  "method": "ωB97M-V with the def2-TZVPD basis set",
  "homo_energy_ev": -6.8,
  "total_energy_ha": -2831.91373,
  "e_above_lowest_kj_mol": 0.00,
  "orbital_gap_ev": 6.745,
  "multiplicity": 1,
  "symbols": ["C", "C", "N", "C", "C", "N", "C", "C", "H", "H", "H", "H", "H", "H", "H", "H", "H", "H", "H", "Cl", "N", "C", "C", "C", "C", "C", "H", "H", "H", "H", "H", "N", "C", "C", "C", "C", "C", "H", "H", "H", "H", "H", "C", "C", "C", "C", "C", "C", "O", "O", "H", "H", "H", "H", "H", "H", "C", "C", "C", "C", "C", "C", "O", "O", "H", "H", "H", "H", "H", "H", "C", "C", "C", "C", "C", "C", "O", "O", "H", "H", "H", "H", "H", "H", "C", "C", "C", "C", "C", "C", "O", "O", "H", "H", "H", "H", "H", "H"],
  "xyz": [[2.646, -1.546, -3.832], [1.322, -0.986, -3.703], [0.767, -1.032, -2.305], [-0.121, -2.150, -1.970], [-0.485, -2.070, -0.693], [0.160, -0.895, -0.229], [0.979, -0.391, -1.229], [0.121, -0.264, 1.154], [2.771, -2.668, -3.912], [3.228, -1.309, -2.948], [3.031, -1.277, -4.930], [0.610, -1.509, -4.361], [1.337, 0.153, -3.795], [-0.583, -2.786, -2.579], [-1.301, -2.614, -0.086], [1.630, 0.408, -1.088], [0.374, 0.862, 1.103], [0.806, -0.696, 1.803], [-0.906, -0.297, 1.669], [0.535, -1.279, 4.711], [5.097, 0.361, 0.604], [5.578, 1.184, 1.614], [6.519, 2.113, 1.296], [7.009, 2.261, -0.070], [6.473, 1.360, -1.011], [5.526, 0.377, -0.683], [5.370, 0.948, 2.679], [7.225, 2.771, 2.063], [7.664, 3.125, -0.382], [6.629, 1.495, -2.158], [5.062, -0.360, -1.381], [-5.577, -3.552, -1.089], [-5.075, -2.382, -0.599], [-4.124, -2.204, 0.287], [-3.660, -3.274, 1.104], [-4.256, -4.488, 0.727], [-5.132, -4.606, -0.402], [-5.462, -1.412, -1.220], [-3.700, -1.291, 0.624], [-3.088, -3.111, 1.862], [-3.945, -5.570, 1.250], [-5.357, -5.619, -0.649], [-4.578, 2.322, 3.328], [-6.048, 2.248, 3.583], [-6.836, 1.645, 2.601], [-6.337, 1.060, 1.464], [-5.025, 1.102, 1.200], [-4.125, 1.848, 2.093], [-2.802, 1.853, 1.808], [-8.182, 1.747, 2.814], [-4.023, 2.730, 4.006], [-6.468, 2.636, 4.354], [-6.937, 0.434, 0.900], [-4.384, 0.637, 0.396], [-2.281, 2.342, 2.536], [-8.786, 1.251, 2.194], [-0.472, 2.351, -4.080], [-1.413, 1.699, -5.155], [-2.475, 1.008, -4.645], [-2.801, 0.955, -3.264], [-1.970, 1.603, -2.342], [-0.793, 2.260, -2.823], [-0.096, 2.954, -1.856], [-3.287, 0.306, -5.520], [0.359, 2.853, -4.520], [-1.181, 1.693, -6.251], [-3.656, 0.659, -2.925], [-2.447, 1.622, -1.289], [-0.721, 2.878, -1.251], [-3.116, 0.646, -6.446], [3.772, 4.128, 3.223], [4.859, 5.023, 3.177], [5.050, 5.782, 2.006], [4.212, 5.450, 0.941], [3.243, 4.490, 0.935], [3.041, 3.831, 2.081], [2.110, 2.739, 2.102], [6.160, 6.589, 1.907], [3.559, 3.786, 4.348], [5.599, 4.940, 4.046], [4.410, 5.933, -0.048], [2.359, 4.422, 0.017], [1.860, 2.352, 2.960], [6.214, 6.955, 2.802], [-0.512, -5.089, 1.785], [0.744, -4.142, 1.998], [1.745, -4.062, 1.010], [1.579, -4.837, -0.211], [0.542, -5.723, -0.399], [-0.562, -5.793, 0.591], [-1.505, -6.848, 0.506], [2.787, -3.201, 1.071], [-1.423, -5.091, 2.490], [0.800, -3.378, 2.810], [2.495, -4.861, -0.938], [0.529, -6.329, -1.343], [-1.500, -7.563, 0.017], [3.033, -2.665, 1.914]],
  "mulliken_charge": [-0.75, -0.33, 0.54, -1.65, 0.12, 0.83, -0.86, -0.63, 0.32, -0.02, 0.34, 0.29, 0.14, 0.82, 0.26, 0.88, 0.05, 0.24, 0.24, -0.83, -0.28, -0.49, 0.05, -0.19, -0.36, -0.06, 0.33, 0.19, 0.36, 0.20, 0.22, -0.58, 0.13, -0.14, -1.04, 0.01, -0.32, 0.20, 0.30, 0.98, 0.10, 0.39, -0.86, -1.04, 0.96, -0.73, 0.17, 0.30, -0.22, -0.56, 0.56, 0.63, 0.37, -0.14, 0.30, 0.30, -0.58, -0.76, 0.76, -1.39, 0.38, 0.11, -0.45, -0.54, 0.50, 0.24, 1.06, 0.12, 0.22, 0.33, -0.62, -0.20, 0.11, -0.03, -0.38, 0.64, -0.31, -0.54, 0.19, 0.27, 0.29, -0.01, 0.27, 0.34, -0.65, -0.11, 0.15, -0.39, -0.55, 0.70, -0.49, -0.60, 0.48, 0.19, 0.30, 0.28, 0.25, 0.39]
}

{
  "formula": "C40H45FMgN3O4Te",
  "method": "ωB97M-V with the def2-TZVPD basis set",
  "total_charge": 1,
  "homo_energy_ev": -8.3,
  "total_energy_ha": -2584.36926,
  "orbital_gap_ev": 4.934,
  "multiplicity": 1,
  "symbols": ["Mg", "C", "C", "N", "C", "C", "C", "O", "O", "C", "O", "C", "C", "C", "F", "C", "C", "C", "N", "C", "C", "N", "C", "C", "H", "H", "H", "H", "H", "H", "H", "H", "H", "H", "H", "H", "H", "H", "H", "H", "H", "H", "C", "C", "C", "C", "C", "C", "C", "C", "C", "C", "C", "C", "O", "H", "H", "H", "H", "H", "H", "H", "H", "H", "H", "H", "H", "H", "H", "H", "H", "H", "Te", "C", "C", "C", "C", "C", "C", "C", "C", "C", "C", "C", "C", "H", "H", "H", "H", "H", "H", "H", "H", "H", "H"],
  "xyz": [[-0.179, 0.216, -2.651], [4.172, -3.712, 2.216], [4.278, -2.199, 2.101], [3.126, -1.608, 1.410], [3.201, -1.416, 0.079], [2.197, -0.944, -0.712], [2.501, -0.880, -2.206], [3.664, -1.045, -2.539], [1.502, -0.682, -2.983], [0.977, -0.541, -0.098], [0.008, 0.015, -0.667], [0.874, -0.797, 1.340], [-0.332, -0.499, 1.985], [-0.462, -0.765, 3.315], [-1.608, -0.449, 3.957], [0.567, -1.359, 4.056], [1.763, -1.634, 3.429], [1.941, -1.345, 2.067], [0.410, -1.684, 5.439], [-0.793, -2.413, 5.802], [-0.584, -3.065, 7.154], [-0.286, -1.980, 8.158], [0.907, -1.152, 7.754], [0.672, -0.594, 6.362], [5.044, -4.111, 2.734], [4.128, -4.166, 1.226], [3.278, -4.012, 2.764], [5.162, -1.923, 1.529], [4.379, -1.723, 3.076], [4.144, -1.653, -0.399], [-1.142, -0.063, 1.415], [2.536, -2.118, 4.009], [-0.989, -3.189, 5.064], [-1.687, -1.774, 5.844], [0.277, -3.731, 7.147], [-1.469, -3.599, 7.494], [-0.135, -2.384, 9.083], [-1.104, -1.369, 8.232], [1.766, -1.820, 7.766], [1.035, -0.366, 8.495], [1.567, -0.057, 6.052], [-0.154, 0.136, 6.390], [-1.961, -3.005, -1.500], [-2.496, -3.165, -2.928], [-1.357, -3.329, -3.937], [-3.482, -2.072, -3.297], [-4.801, -2.414, -3.565], [-5.753, -1.461, -3.884], [-5.375, -0.130, -3.921], [-4.070, 0.267, -3.659], [-3.739, 1.746, -3.672], [-2.754, 2.138, -4.778], [-3.305, 2.255, -2.296], [-3.098, -0.712, -3.354], [-1.848, -0.375, -3.083], [-1.316, -3.849, -1.239], [-2.784, -2.965, -0.783], [-1.384, -2.084, -1.404], [-3.068, -4.098, -2.947], [-0.713, -2.452, -3.957], [-1.751, -3.483, -4.942], [-0.743, -4.196, -3.678], [-5.085, -3.461, -3.523], [-6.774, -1.751, -4.098], [-6.112, 0.631, -4.159], [-4.677, 2.261, -3.899], [-1.841, 1.544, -4.725], [-2.489, 3.197, -4.706], [-3.195, 1.964, -5.760], [-2.335, 1.843, -1.995], [-4.030, 1.963, -1.534], [-3.230, 3.344, -2.300], [1.414, 2.424, -3.545], [0.673, 4.386, -3.298], [1.171, 5.385, -4.128], [0.688, 6.682, -4.017], [-0.284, 6.984, -3.076], [-0.782, 5.988, -2.247], [-0.310, 4.689, -2.363], [2.561, 2.289, -1.773], [3.873, 1.841, -1.856], [4.621, 1.669, -0.698], [4.065, 1.957, 0.539], [2.753, 2.410, 0.623], [1.998, 2.565, -0.530], [1.936, 5.155, -4.859], [1.075, 7.455, -4.668], [-0.659, 7.996, -2.991], [-1.549, 6.219, -1.519], [-0.727, 3.911, -1.738], [4.308, 1.602, -2.818], [5.641, 1.316, -0.770], [4.657, 1.841, 1.439], [2.315, 2.643, 1.586], [0.969, 2.893, -0.452]],
  "mulliken_charge": [0.67, -1.07, -1.15, 0.47, -0.25, -0.02, 0.00, -0.74, -0.85, 0.97, -1.18, 1.09, -0.69, 0.16, -0.38, -1.79, -0.82, 0.54, 0.43, -0.46, -0.92, -0.14, -0.85, -0.47, 0.40, 0.33, 0.32, 0.49, 0.53, 0.71, 0.64, 0.47, 0.46, 0.40, 0.35, 0.43, 0.35, 0.40, 0.35, 0.41, 0.46, 0.33, -1.22, 0.52, -1.41, 0.42, -0.91, -1.15, -1.05, 0.41, 0.49, -1.25, -1.11, 0.63, 0.98, 0.45, 0.43, -0.16, 0.53, 0.03, 0.37, 0.43, 0.36, 0.37, 0.38, 0.50, -0.06, 0.39, 0.38, -0.18, 0.40, 0.42, 0.38, 0.38, -0.62, -0.56, -0.46, -0.77, 0.12, 0.59, -0.53, -0.76, -0.44, -0.58, -0.18, 0.38, 0.39, 0.39, 0.41, 0.25, 0.38, 0.44, 0.48, 0.44, 0.06]
}